{"formula": "C26H46N2O19P2S", "method": "ωB97M-V with the def2-TZVPD basis set", "symbols": ["C", "C", "O", "C", "C", "C", "N", "O", "S", "O", "O", "O", "C", "P", "N", "O", "P", "O", "O", "O", "H", "H", "H", "H", "H", "H", "H", "H", "H", "H", "H", "H", "H", "H", "H", "H", "O", "C", "O", "C", "C", "C", "H", "H", "H", "H", "H", "H", "O", "C", "O", "C", "C", "C", "H", "H", "H", "H", "H", "H", "O", "C", "O", "C", "C", "C", "H", "H", "H", "H", "H", "H", "O", "C", "O", "C", "C", "C", "H", "H", "H", "H", "H", "H", "O", "C", "O", "C", "C", "C", "H", "H", "H", "H", "H", "H"], "xyz": [[1.68419, 2.39201, 1.03738], [0.37255, 1.85556, 0.49168], [-0.33723, 0.97719, 1.37560], [-1.05720, 1.51597, 2.40302], [-1.98392, 2.66829, 2.07523], [-3.36810, 2.28592, 1.51099], [-4.46853, 2.30900, 2.47245], [-0.17189, 1.98433, 3.49747], [0.55944, 0.73597, 4.13498], [0.56892, 0.95402, 5.54347], [1.79942, 0.38022, 3.53989], [-0.49627, -0.36293, 3.65365], [-1.70982, 0.32094, 3.15094], [-2.80010, 0.61728, 4.76633], [-2.48515, 2.23363, 5.20190], [-1.92758, -0.26401, 5.82397], [-2.57132, -0.97341, 2.12771], [-2.41158, -0.86228, 0.67885], [-4.11129, -0.89131, 2.51845], [-2.06883, -2.35640, 2.72289], [2.32754, 1.58907, 1.38196], [1.55128, 3.17200, 1.78365], [2.18312, 2.86076, 0.18490], [-0.24260, 2.66134, 0.09767], [0.63178, 1.23444, -0.36303], [-1.52215, 3.38136, 1.39935], [-2.14008, 3.19987, 3.01294], [-3.59950, 3.03689, 0.75261], [-3.36092, 1.33596, 0.98158], [-4.71321, 1.39179, 2.81412], [-4.29706, 2.94364, 3.23639], [-1.92110, 2.33575, 6.03861], [-3.39564, 2.64884, 5.39961], [-1.37814, 0.28228, 6.39457], [-4.30966, -1.32081, 3.36045], [-1.60875, -2.83877, 2.02790], [-0.16172, 3.45144, -3.42779], [0.44239, 2.45532, -3.69707], [1.31770, 1.88473, -2.83691], [1.97443, 0.76119, -3.45994], [1.04194, 0.33233, -4.58490], [0.40599, 1.66187, -4.99026], [2.94704, 1.08825, -3.83011], [2.12587, -0.01824, -2.71806], [1.55945, -0.18222, -5.39175], [0.27336, -0.33682, -4.19440], [0.99975, 2.19249, -5.73580], [-0.61612, 1.55722, -5.34193], [-5.20014, 2.95042, 6.17832], [-5.65610, 3.88037, 6.78514], [-6.79597, 3.78500, 7.48936], [-7.16408, 5.07148, 8.02374], [-5.86712, 5.87085, 8.06165], [-5.11267, 5.29423, 6.86390], [-7.90850, 5.51600, 7.36103], [-7.60843, 4.92709, 9.00456], [-6.02572, 6.94567, 8.01630], [-5.32262, 5.64929, 8.98006], [-5.35839, 5.80843, 5.93350], [-4.03511, 5.28333, 7.00243], [4.74437, -0.94266, -5.34962], [4.18047, -1.97614, -5.14743], [3.56949, -2.24501, -3.96493], [3.05579, -3.58906, -3.96218], [2.90472, -3.95685, -5.43229], [4.03989, -3.16548, -6.07822], [3.77046, -4.22958, -3.44086], [2.11238, -3.60603, -3.42140], [2.95252, -5.02936, -5.61192], [1.94867, -3.59630, -5.81204], [4.98277, -3.71463, -6.07984], [3.80379, -2.83691, -7.08636], [8.39189, -0.83058, 1.46246], [7.22392, -0.71493, 1.68632], [6.27250, -1.04135, 0.77822], [4.96587, -0.70301, 1.28006], [5.11937, -0.65214, 2.79371], [6.56445, -0.17964, 2.94528], [4.67427, 0.26203, 0.85959], [4.25722, -1.45738, 0.94784], [4.38255, -0.01436, 3.27632], [5.01669, -1.65555, 3.20913], [6.64530, 0.90833, 2.93949], [7.05380, -0.57848, 3.82885], [1.27599, -3.84779, -8.69335], [0.68676, -4.86232, -8.46884], [0.07024, -5.11947, -7.28710], [-0.44531, -6.46520, -7.28702], [-0.59574, -6.84260, -8.75484], [0.54386, -6.05489, -9.39624], [0.26756, -7.10541, -6.76304], [-1.38923, -6.47463, -6.74830], [-0.55196, -7.91581, -8.92636], [-1.55210, -6.48009, -9.13307], [1.48280, -6.61029, -9.38874], [0.31806, -5.72547, -10.40577]], "forces_ev_per_a": [[-0.1221, 0.3656, -0.5042], [0.6832, -0.2563, -0.3837], [0.0456, 0.4416, -0.0497], [-0.9000, -0.0578, 0.0589], [-0.3073, 0.1095, 0.3292], [-0.1795, 0.5580, -0.1503], [0.1489, -0.3005, -0.2011], [0.7858, -0.2339, -0.4190], [0.2257, -0.3127, -0.1822], [-0.3662, 0.0159, 0.2594], [0.0320, 0.2005, -0.1985], [0.1007, 0.5703, -0.0088], [0.5799, -0.7944, 0.9982], [-0.6436, 0.0614, -0.1426], [-0.4262, -0.2715, 0.2284], [-0.5675, 0.1755, 0.0804], [0.0588, 0.2436, -1.1204], [0.1149, 0.0573, -0.0018], [0.1610, -0.2159, 0.1826], [-0.1867, 0.0744, 0.4056], [-0.0565, -0.0078, 0.2959], [0.0559, -0.1682, 0.2611], [0.0329, 0.0348, 0.0023], [-0.2265, -0.0347, 0.1347], [-0.2718, -0.1600, 0.0085], [0.3062, -0.1375, -0.0145], [0.0219, 0.0484, -0.0134], [0.0567, -0.0462, -0.1185], [0.0574, -0.0683, -0.0097], [0.0043, 0.0278, 0.1618], [-0.0775, -0.0198, 0.1136], [0.3443, 0.1134, -0.2257], [0.0744, 0.0456, 0.1381], [0.5476, -0.1416, -0.0637], [-0.1669, 0.1503, 0.1469], [0.1487, -0.1463, -0.0474], [-0.0543, -0.0008, 0.1188], [0.0337, 0.1588, -0.1916], [0.0149, -0.0813, 0.0534], [0.0841, -0.1588, -0.0959], [-0.0662, 0.0560, -0.0779], [0.0312, -0.3942, 0.2212], [0.0044, -0.0098, -0.0129], [0.0057, 0.0974, 0.1097], [0.0688, 0.0551, 0.0075], [0.0095, -0.0105, 0.0146], [-0.0394, 0.0444, -0.0205], [-0.0068, 0.1833, -0.0760], [-0.0059, -0.0370, 0.0329], [0.0170, 0.1252, -0.2399], [-0.0258, -0.0032, 0.0679], [-0.0066, 0.1622, 0.0767], [0.0735, -0.0131, -0.0797], [-0.1047, 0.0224, 0.4170], [0.0154, -0.0054, -0.0310], [-0.0147, -0.1379, -0.0203], [-0.0537, -0.0072, -0.0479], [-0.0163, 0.0005, 0.0160], [0.0523, -0.0255, -0.0438], [0.0343, -0.0236, -0.1877], [-0.1111, 0.1322, 0.0347], [0.2446, -0.0791, -0.1055], [-0.1272, -0.0008, 0.0487], [-0.0361, -0.1355, -0.0514], [0.0404, 0.0036, -0.1242], [-0.3995, -0.0559, 0.1463], [0.0331, 0.0148, -0.0146], [0.0241, 0.1388, 0.0602], [0.0271, -0.0098, 0.0549], [-0.0178, -0.0330, -0.0055], [0.0405, 0.0450, -0.0344], [0.1586, 0.0390, -0.0373], [0.0275, -0.0982, -0.0494], [0.0831, 0.2226, 0.0797], [-0.0635, -0.0401, 0.0003], [-0.0979, 0.0195, 0.0726], [0.0639, 0.0985, 0.1208], [-0.3327, -0.3099, -0.0669], [0.0229, 0.0176, 0.0088], [0.0738, -0.0402, -0.0908], [-0.0276, 0.0162, -0.0646], [-0.0212, -0.0125, -0.0156], [0.0627, 0.0096, 0.0250], [0.1538, 0.1285, -0.0105], [-0.0591, 0.1821, 0.2580], [0.2830, -0.1691, -0.2372], [0.0023, -0.0181, -0.1233], [-0.1209, -0.0966, 0.0432], [0.0722, 0.0226, -0.0814], [-0.4711, -0.1068, 0.1679], [0.0227, 0.0000, -0.0212], [0.0341, 0.1095, 0.0746], [0.0428, -0.0091, 0.0574], [-0.0155, -0.0054, 0.0191], [0.0438, 0.0504, -0.0569], [0.2051, 0.0522, -0.0426]], "smiles": "CCO[C@]1(CCN)OS(=O)(=O)O[C@]1(P(N)O)P(=O)(O)O.O=C1CCCO1.O=C1CCCO1.O=C1CCCO1.O=C1CCCO1.O=C1CCCO1", "energy_ev": -99007.0885, "fmax_ev_per_a": 1.40, "de_lowest_kcal_mol": 7.1, "multiplicity": 1, "orbital_gap_ev": 9.0}